Here is a 7-piece molecular cluster, C55H120BF6N6O4S2 overall from OMol25. Energies are from the ωB97M-V functional and the def2-TZVPD basis.

Element x y z (Å)
B 0.46001 0.43238 0.20741
F 0.23101 1.58142 0.93457
F 1.26850 0.87428 -0.88084
F 1.02106 -0.63279 0.95178
F -0.76625 -0.00152 -0.30906
C 1.00977 -3.97815 5.07419
C -0.18811 -4.85247 4.78130
C -0.58757 -5.11496 3.32375
C 0.47902 -5.59101 2.29910
N 0.03355 -5.08170 0.86061
C 1.10074 -5.24421 -0.19071
C 0.62715 -4.35241 -1.31528
C -0.04091 -3.16880 -0.61244
C -0.02754 -3.55218 0.86743
C -1.30531 -5.67803 0.42428
C -1.22331 -7.14405 -0.02894
C -2.56620 -7.70345 -0.32727
H 1.06682 -3.86040 6.16039
H 0.75961 -2.94872 4.80409
H 2.03409 -4.24291 4.81625
H -1.02301 -4.29482 5.21061
H -0.18702 -5.80238 5.31970
H -1.04129 -4.17053 3.00770
H -1.48961 -5.72726 3.25803
H 0.47888 -6.65456 2.07366
H 1.46792 -5.19732 2.52369
H 1.24827 -6.28023 -0.48669
H 2.01231 -4.84606 0.25460
H -0.14388 -4.81442 -1.93151
H 1.41170 -3.93504 -1.94485
H -1.07384 -2.97350 -0.89202
H 0.54022 -2.24703 -0.59097
H -0.86828 -3.01803 1.31027
H 0.81728 -3.19639 1.45755
H -1.71974 -4.96030 -0.28131
H -1.98326 -5.59947 1.27382
H -0.64719 -7.72230 0.69279
H -0.77077 -7.33620 -1.00884
H -3.21127 -7.16439 -1.02596
H -3.15785 -7.76852 0.59226
H -2.56637 -8.69519 -0.78034
C 3.77356 4.23180 -1.81171
C 2.45683 4.30034 -1.04959
C 2.52714 4.11219 0.49384
C 3.12797 5.28404 1.26785
N 3.14657 4.95261 2.76277
C 3.83921 3.63264 3.08068
C 4.36503 3.77695 4.52863
C 4.34230 5.26780 4.84879
C 3.98685 5.93706 3.54732
C 1.70269 4.90174 3.27969
C 0.89907 6.16864 3.09092
C -0.45872 6.06840 3.78184
H 3.68973 4.11985 -2.88816
H 4.45830 3.54424 -1.30833
H 4.24335 5.19522 -1.59536
H 1.66711 3.63120 -1.38957
H 2.12474 5.33482 -1.18464
H 3.18298 3.24748 0.62869
H 1.53884 3.82492 0.84683
H 2.56705 6.19996 1.09367
H 4.17701 5.43561 1.01465
H 3.10724 2.83849 2.95169
H 4.60143 3.40440 2.33675
H 3.79669 3.22479 5.27238
H 5.32961 3.28636 4.40092
H 3.58497 5.52483 5.59052
H 5.29183 5.62793 5.24070
H 3.52515 6.91609 3.65094
H 4.95495 6.06688 3.05903
H 1.79342 4.80039 4.36465
H 1.31896 3.95445 2.91297
H 0.56594 6.24595 2.04736
H 1.39120 7.12943 3.23046
H -1.07801 5.20037 3.54496
H -1.17176 6.88633 3.67235
H -0.32618 6.01441 4.86762
C -4.92079 1.67096 -9.52024
C -4.54239 0.36674 -8.77779
C -3.90277 0.65688 -7.40269
C -3.01523 -0.47903 -6.84873
N -2.82153 -0.38137 -5.31999
C -1.78748 -1.42591 -4.93769
C -2.01770 -1.73482 -3.40506
C -3.41305 -1.25781 -3.17937
C -4.02041 -0.68511 -4.45452
C -2.28392 1.01785 -4.89153
C -1.49496 1.22596 -3.57102
C -0.86179 2.60168 -3.63508
H -4.27566 2.48644 -9.19332
H -5.94459 1.97758 -9.30887
H -4.81145 1.52789 -10.59288
H -3.82780 -0.20129 -9.38213
H -5.38305 -0.32799 -8.75420
H -4.79825 0.80014 -6.79196
H -3.33037 1.57972 -7.47182
H -2.03588 -0.48438 -7.32137
H -3.48269 -1.46282 -6.88120
H -0.73631 -1.16015 -5.02133
H -1.99978 -2.36285 -5.44773
H -1.31799 -1.32745 -2.67520
H -1.89583 -2.80074 -3.20322
H -3.55381 -0.62218 -2.30211
H -4.07711 -2.07823 -2.89086
H -4.75166 0.11814 -4.41570
H -4.55574 -1.49511 -4.95643
H -3.13279 1.70175 -4.89513
H -1.70450 1.32925 -5.76143
H -0.71088 0.48043 -3.44571
H -2.13036 1.09287 -2.69573
H 0.03836 2.62532 -4.25061
H -0.38516 2.79984 -2.66696
H -1.48907 3.48739 -3.72699
C -7.08648 0.22105 -1.25410
C -7.35402 -0.17053 0.25129
C -6.40839 0.56213 1.18854
C -5.05951 -0.18705 1.39908
N -4.07331 0.60258 2.25220
C -4.51884 0.54217 3.74390
C -3.40828 -0.01764 4.55109
C -2.69705 -0.94910 3.58047
C -2.74721 -0.13295 2.20517
C -3.93657 2.04237 1.81315
C -3.52758 2.27990 0.33479
C -2.59875 3.49432 0.09635
H -6.87229 1.29224 -1.30406
H -7.94979 0.04628 -1.88871
H -6.10565 -0.19776 -1.49350
H -7.46384 -1.25252 0.31902
H -8.35118 0.21519 0.47142
H -6.94678 0.80732 2.10735
H -6.22060 1.55563 0.78089
H -4.66906 -0.29898 0.38793
H -5.24023 -1.16853 1.83159
H -4.83721 1.54201 4.04571
H -5.48541 0.04076 3.82206
H -2.83964 0.81174 4.98126
H -3.77388 -0.41770 5.49950
H -1.68273 -1.15001 3.91904
H -3.36319 -1.80115 3.43937
H -1.96101 0.62565 2.16966
H -2.39137 -0.73971 1.37236
H -3.19799 2.42434 2.52187
H -4.86292 2.50732 2.14675
H -4.51049 2.45970 -0.10471
H -3.11219 1.37988 -0.11837
H -2.14541 3.16392 -0.84556
H -1.72704 3.53661 0.74495
H -3.15890 4.37687 -0.19784
C 2.89636 -0.25202 -5.23302
C 2.87447 -1.02345 -3.94937
C 3.72392 -0.48526 -2.79901
C 3.51321 -1.35921 -1.54756
N 4.38115 -1.07422 -0.34585
C 4.22898 0.44048 0.03032
C 5.57847 1.05949 0.20609
C 6.44658 0.22911 -0.69272
C 5.87979 -1.20012 -0.70137
C 4.03656 -2.09509 0.76705
C 4.80556 -2.07699 2.08777
C 4.23680 -3.06066 3.09697
H 3.85584 0.22558 -5.44098
H 2.18727 0.57708 -5.31495
H 2.56423 -0.89799 -6.04700
H 3.24105 -2.04258 -4.08767
H 1.85617 -0.87407 -3.57434
H 3.40153 0.55345 -2.70411
H 4.78659 -0.48977 -3.04972
H 3.79395 -2.38299 -1.80699
H 2.49912 -1.36450 -1.14874
H 3.48106 0.54590 0.81820
H 3.68406 0.90641 -0.79003
H 5.92484 0.87194 1.22734
H 5.65574 2.11765 -0.03139
H 7.49088 0.33845 -0.40512
H 6.32171 0.72280 -1.66084
H 6.43901 -1.84587 -0.03012
H 6.00066 -1.56471 -1.71917
H 4.07104 -3.05429 0.24365
H 2.96790 -1.96945 0.95987
H 4.80191 -1.06002 2.48533
H 5.83508 -2.39520 1.90953
H 3.27327 -2.72644 3.48171
H 4.91036 -3.16751 3.94480
H 4.16741 -4.02420 2.58351
N 1.93036 1.06250 5.50142
S 1.68542 0.57258 4.10046
O 0.73605 -0.53929 4.07643
O 2.76039 0.56223 3.10496
F 0.75860 1.85138 3.72455
S 3.30248 0.02949 5.74104
O 4.54601 0.58315 5.22521
O 3.07682 -1.40790 5.65846
F 3.52818 0.25329 7.27720

* ΔE to the lowest compared entry with this formula, charge and spin: 0.0 kcal per mole
* E_tot: -114744.448 eV
* LUMO energy: -5.638 eV
* total charge: +3
* Kohn-Sham gap: 8.9 eV

Here is a 9-piece molecular cluster, C55H125N7O9 overall from OMol25. Energies are from the ωB97M-V functional and the def2-TZVPD basis.

Element x y z (Å)
C 6.37108 -2.30198 -3.03319
C 5.05154 -3.05975 -3.19852
C 4.34424 -3.02470 -1.84238
C 4.24705 -2.28342 -4.24631
C 3.05698 -3.06013 -4.78673
C 3.54959 -4.38935 -5.34701
C 4.30931 -5.22749 -4.31743
C 3.33633 -5.82300 -3.29511
C 4.99500 -6.38067 -5.04102
N 5.34783 -4.38571 -3.71464
O 6.06707 -5.12113 -2.72228
H 6.25222 -1.23103 -2.88512
H 6.93477 -2.71502 -2.19371
H 7.01068 -2.46570 -3.90502
H 3.31206 -3.36764 -1.81245
H 4.89874 -3.64309 -1.13039
H 4.39733 -2.01101 -1.44548
H 3.94704 -1.34788 -3.76350
H 4.86909 -1.97895 -5.09405
H 2.29571 -3.20670 -4.01661
H 2.60520 -2.51855 -5.62205
H 4.21816 -4.19328 -6.18825
H 2.67011 -4.95303 -5.66336
H 3.84471 -6.51580 -2.62320
H 2.56298 -6.39087 -3.82425
H 2.80668 -5.10847 -2.66900
H 5.54763 -7.01220 -4.34833
H 5.66901 -5.96553 -5.79480
H 4.25495 -6.97870 -5.57396
H 6.79795 -5.49520 -3.22192
C -3.94233 -0.00377 2.51476
C -5.22605 0.55027 3.15644
C -6.43359 -0.10828 2.47127
C -5.28420 0.13495 4.62957
C -4.41870 1.00854 5.53085
C -4.84946 2.47250 5.41282
C -4.76838 2.96194 3.97080
C -5.60097 4.24855 3.90501
C -3.30122 3.28494 3.57966
N -5.40442 1.98829 3.08688
O -5.44446 2.44748 1.74754
H -3.93540 -1.08912 2.64482
H -3.86930 0.17066 1.44136
H -3.08675 0.41329 3.04849
H -6.49930 0.22801 1.43208
H -6.32518 -1.19281 2.40649
H -7.35740 0.15973 2.98289
H -6.31240 0.13139 4.99635
H -4.90536 -0.88644 4.73377
H -4.51876 0.62744 6.54948
H -3.36409 0.91405 5.25338
H -4.11611 3.03824 5.99645
H -5.81458 2.61399 5.90171
H -5.28616 4.93008 4.69694
H -6.65400 4.00224 4.06888
H -5.53253 4.75385 2.94154
H -2.90398 2.55344 2.88906
H -2.67005 3.37230 4.46671
H -3.25064 4.27295 3.11699
H -6.32508 2.82835 1.66939
C -1.16922 -3.99201 2.98795
C 0.06761 -4.12402 3.90231
C 0.07646 -5.54495 4.45640
C 1.31176 -4.03008 3.01307
C 1.68660 -2.58448 2.62894
C 1.80269 -1.73552 3.89491
C 0.55729 -1.76570 4.76871
C 0.96801 -1.21436 6.14723
C -0.56819 -0.88672 4.21518
N 0.17893 -3.16538 4.98226
O -0.99969 -3.23372 5.77548
H -2.07370 -4.31920 3.50428
H -1.31562 -2.97630 2.62155
H -1.05538 -4.61288 2.09783
H 0.89082 -5.71255 5.16686
H -0.84857 -5.77052 4.99335
H 0.21870 -6.26398 3.64920
H 2.15811 -4.46719 3.55884
H 1.19971 -4.60893 2.09663
H 2.61510 -2.65158 2.06458
H 0.84383 -2.26523 2.00872
H 1.96109 -0.70897 3.53681
H 2.70855 -2.02173 4.43140
H 1.23411 -0.16162 6.03129
H 1.79122 -1.78146 6.57879
H 0.12558 -1.24822 6.84183
H -1.52100 -1.08187 4.69933
H -0.66039 -1.11634 3.15189
H -0.27442 0.16191 4.28400
H -0.69278 -3.56811 6.62356
C 3.22673 0.92111 -1.26373
C 1.75614 0.58879 -1.41452
C 1.41778 0.49019 -2.90371
C 1.45861 -0.76203 -0.75449
C -0.02268 -1.05286 -0.55652
C -0.66627 0.12286 0.20013
C -0.43991 1.48152 -0.45630
C -1.36549 1.67708 -1.66333
C -0.78865 2.54029 0.59153
N 0.98977 1.61353 -0.71002
O 1.29238 2.89289 -1.24356
H 3.86353 0.05005 -1.43441
H 3.50530 1.73263 -1.93567
H 3.47266 1.21504 -0.24023
H 1.44223 1.48659 -3.36539
H 2.11986 -0.12478 -3.46693
H 0.38987 0.17427 -3.08873
H 1.82795 -1.50320 -1.47440
H 2.04697 -0.88537 0.15793
H -0.57493 -1.17670 -1.49012
H -0.08576 -1.96144 0.04466
H -0.28125 0.14740 1.22510
H -1.73509 -0.11628 0.25357
H -1.00636 2.49022 -2.29154
H -2.36891 1.90670 -1.29541
H -1.48043 0.75791 -2.24252
H -1.78101 2.38382 1.00543
H -0.73818 3.54381 0.16533
H -0.04768 2.47344 1.39301
H 1.69515 3.34619 -0.47223
C -3.15318 -3.10931 -0.05916
C -4.29524 -2.96989 -1.07613
C -5.36366 -4.01921 -0.77114
C -4.87093 -1.56160 -0.90496
C -5.75144 -1.16434 -2.07314
C -4.94832 -1.21251 -3.36336
C -4.33473 -2.60208 -3.62436
C -5.46119 -3.54749 -4.08840
C -3.30715 -2.44460 -4.73065
N -3.69665 -3.06085 -2.40091
O -3.14230 -4.35587 -2.59514
H -2.30698 -2.48060 -0.31306
H -3.54450 -2.90304 0.94225
H -2.89929 -4.17245 -0.01226
H -5.85361 -3.84314 0.18591
H -6.15351 -3.99183 -1.52670
H -4.95706 -5.02953 -0.83399
H -5.47308 -1.54124 0.00526
H -4.04163 -0.85463 -0.81722
H -6.68928 -1.72222 -2.11670
H -6.07169 -0.12478 -1.92333
H -4.11377 -0.51662 -3.22869
H -5.58189 -0.93560 -4.20495
H -6.43055 -3.31858 -3.64683
H -5.22950 -4.58193 -3.82343
H -5.58104 -3.54688 -5.17448
H -2.71654 -3.35589 -4.88303
H -2.55713 -1.68299 -4.50049
H -3.78695 -2.24169 -5.68665
H -2.19294 -4.19922 -2.59190
C 5.26131 5.36409 4.00087
O 4.52827 4.68846 3.01353
C 3.16553 4.59393 3.32694
C 2.48389 3.66186 2.33924
C 2.99187 2.23004 2.49205
N 2.64059 4.12145 0.95970
H 6.29423 5.43892 3.66359
H 5.26933 4.83851 4.96589
H 4.87472 6.37550 4.18450
H 3.02908 4.20001 4.34714
H 2.69191 5.58825 3.29960
H 1.42025 3.65738 2.59741
H 2.59715 1.61874 1.67904
H 2.54984 1.80208 3.39836
H 4.07575 2.18256 2.57038
H 2.50465 5.13219 0.90973
H 3.60063 4.00781 0.64361
C -1.01500 6.91409 -5.05983
O -0.60401 5.69050 -5.60473
C 0.72128 5.25459 -5.28952
C 0.98788 4.89148 -3.84702
C 1.07886 6.02279 -2.84322
N 2.30942 4.20043 -3.86009
H -0.19177 7.63663 -4.99927
H -1.48502 6.81198 -4.07547
H -1.77919 7.34537 -5.71212
H 0.77685 4.34501 -5.89094
H 1.45216 5.97359 -5.67843
H 0.25127 4.15710 -3.49276
H 0.14284 6.55500 -2.68882
H 1.76932 6.77273 -3.24551
H 1.43565 5.64496 -1.88747
H 2.16132 3.32187 -4.35522
H 2.45306 3.85457 -2.91206
C 6.91580 1.22334 -0.84091
O 7.33025 -0.11454 -0.62303
H 5.93834 1.25380 -1.32134
H 6.78604 1.76431 0.10392
H 7.57899 1.79161 -1.50013
H 8.25281 -0.11495 -0.35668
C 0.45192 6.94606 0.61072
O 1.86519 6.99453 0.37388
H -0.02610 6.28399 -0.10325
H 0.26175 6.65316 1.64573
H 0.02329 7.94584 0.49693
H 2.17388 7.89596 0.49432

* structure (SMILES): CC1(C)CCCC(C)(C)N1O.CC1(C)CCCC(C)(C)N1O.CC1(C)CCCC(C)(C)N1O.CC1(C)CCCC(C)(C)N1O.CC1(C)CCCC(C)(C)N1O.COC[C@H](C)N.COC[C@H](C)N.CO.CO
* E_tot: -87914.648 eV
* LUMO energy: 0.404 eV
* Kohn-Sham gap: 8.5 eV